*1*
DFT (ωB97M-V/def2-TZVPD) results for a molecular structure, CH3BrClN.

Geometry (Å):
C1 -1.288 -0.278 0.035
N1 1.212 0.278 -0.634
Cl1 1.580 1.802 0.271
Br1 2.073 -1.109 0.070
H1 -1.846 0.235 -0.673
H2 -0.612 -1.045 -0.151
H3 -1.119 0.117 1.082

Results
- LUMO level (spin up / spin down): -0.4534 / -1.4887 eV
- Net charge: 0
- Kohn-Sham gap (spin up / spin down): 9.4 / 7.3 eV

Mulliken atomic charge list, values in e, 2 entries: -0.716, -0.172

***

*2*
DFT (ωB97M-V/def2-TZVPD) results for 2 unconnected molecules or ions with the total composition CH3BrClN.

Geometry (Å):
C1 0.447 -1.473 -0.827
N1 -1.765 1.237 0.314
Cl1 -0.781 -1.931 0.290
Br1 -3.078 0.125 -0.132
H1 1.375 -0.923 -0.751
H2 0.254 -1.991 -1.734
H3 -2.269 1.741 1.068

Results
- LUMO level (spin up / spin down): -1.0559 / 0.0888 eV
- Net charge: 0
- Kohn-Sham gap (spin up / spin down): 7.2 / 9.8 eV

Mulliken atomic charge list, values in e, 2 entries: -0.530, -0.352

***

Relative energies with respect to the most stable structure, expressed in eV: *1* 0.660; *2* 0.000.

***

*1*
DFT (ωB97M-V/def2-TZVPD) results for 2 unconnected molecules or ions with the total composition C10H16.

Geometry (Å):
C1 2.506 0.704 -3.129
C2 2.348 1.308 -1.742
H1 2.693 1.499 -3.838
H2 3.479 0.172 -3.191
H3 1.772 -0.002 -3.474
H4 3.196 0.949 -1.093
H5 1.385 0.965 -1.373
H6 2.413 2.390 -1.671
C3 -0.964 0.219 2.663
C4 0.349 1.028 2.761
C5 -1.188 -0.371 1.253
C6 -2.378 -0.059 0.620
C7 -0.515 -1.531 0.854
C8 -2.742 -0.821 -0.499
C9 -0.772 -2.141 -0.342
C10 -1.973 -1.870 -1.012
H7 -1.025 -0.545 3.469
H8 -1.825 0.811 2.929
H9 0.285 2.014 2.268
H10 -2.994 0.820 0.801
H11 0.345 -1.740 1.487
H12 -3.603 -0.436 -1.106
H13 -0.187 -2.960 -0.764
H14 -2.186 -2.231 -2.008
H15 1.149 0.465 2.301
H16 0.431 1.361 3.836

Results
- LUMO level: 0.9234 eV
- Net charge: 0
- Kohn-Sham gap: 10.0 eV
- SMILES: CCc1ccccc1.CC

Mulliken atomic charge list, values in e, 2 entries: -0.882, -0.556

***

*2*
DFT (ωB97M-V/def2-TZVPD) results for 2 unconnected molecules or ions with the total composition C10H16.

Geometry (Å):
C1 -2.656 -0.818 -0.923
C2 -3.311 -1.943 -0.131
C3 -1.293 -0.496 -0.311
C4 -1.111 0.492 0.634
C5 -0.183 -1.274 -0.664
C6 0.070 0.482 1.388
C7 0.980 -1.237 0.077
C8 1.077 -0.439 1.230
H1 -2.512 -0.912 -2.000
H2 -3.210 0.122 -0.849
H3 -3.024 -1.964 0.920
H4 -1.836 1.243 0.919
H5 -0.350 -2.020 -1.433
H6 0.158 1.277 2.120
H7 1.883 -1.694 -0.315
H8 1.913 -0.673 1.870
H9 -3.238 -2.944 -0.548
H10 -4.366 -1.684 -0.055
C9 3.318 1.627 0.035
C10 1.939 1.983 -0.469
H11 3.419 0.670 0.542
H12 4.044 1.549 -0.783
H13 3.702 2.413 0.686
H14 1.320 1.216 -0.932
H15 1.917 2.628 -1.351
H16 1.350 2.394 0.343

Results
- LUMO level: 0.9984 eV
- Net charge: 0
- Kohn-Sham gap: 9.9 eV
- SMILES: CCc1ccccc1.CC

Mulliken atomic charge list, values in e, 2 entries: -0.791, -1.077

***

Relative energies with respect to the most stable structure, expressed in eV: *1* 0.090; *2* 0.000.

***

*1*
DFT (ωB97M-V/def2-TZVPD) results for C3H6FNO2S in the gas phase.

Geometry (Å):
C1 1.063 1.282 0.147
C2 1.437 -0.085 -0.342
C3 0.476 0.082 0.778
N1 -1.242 -1.303 -0.708
O1 -2.077 -0.396 1.495
O2 -1.647 1.130 -0.283
F1 0.850 -0.210 2.153
S1 -1.271 -0.033 0.380
H1 1.751 1.970 0.643
H2 0.296 1.755 -0.547
H3 0.954 -0.327 -1.311
H4 2.403 -0.600 -0.097
H5 -1.685 -2.145 -0.527
H6 -1.309 -1.122 -1.781

Results
- LUMO level: 0.4783 eV
- Net charge: 0
- Kohn-Sham gap: 11.4 eV
- SMILES: NS(=O)(=O)C1(F)CC1

Mulliken atomic charge list, values in e, 2 entries: -0.578, -0.396

***

*2*
DFT (ωB97M-V/def2-TZVPD) results for C3H6FNO2S in the gas phase.

Geometry (Å):
C1 1.665 0.817 -0.259
C2 1.283 -0.334 -1.172
C3 0.622 -0.212 0.135
N1 -2.013 -0.523 1.331
O1 -1.501 1.745 0.437
O2 -1.998 -0.141 -1.282
F1 0.698 -1.154 1.091
S1 -1.438 0.339 -0.006
H1 2.610 0.933 0.159
H2 1.335 1.771 -0.504
H3 0.579 -0.218 -2.038
H4 1.763 -1.333 -1.368
H5 -1.570 -0.228 2.167
H6 -2.035 -1.462 1.307

Results
- LUMO level: 0.6504 eV
- Net charge: 0
- Kohn-Sham gap: 10.8 eV
- SMILES: NS(=O)(=O)C1(F)CC1

Mulliken atomic charge list, values in e, 2 entries: -0.733, -0.464

***

Relative energies with respect to the most stable structure, expressed in eV: *1* 0.000; *2* 0.507.

***

*1*
DFT (ωB97M-V/def2-TZVPD) results for C3H2ClNOS in the gas phase.

Geometry (Å):
C1 0.109 0.334 0.247
C2 -0.714 -0.728 0.095
C3 -0.179 1.708 0.063
N1 0.908 -1.871 0.316
O1 -1.213 2.285 0.007
S1 1.737 -0.375 0.199
Cl1 -2.344 -1.119 -0.051
H1 0.749 2.127 -0.196
H2 0.949 -2.362 -0.680

Results
- LUMO level: -0.7930 eV
- Net charge: 0
- Kohn-Sham gap: 8.0 eV

Mulliken atomic charge list, values in e, 2 entries: 0.566, -0.147

***

*2*
DFT (ωB97M-V/def2-TZVPD) results for C3H2ClNOS in the gas phase.

Geometry (Å):
C1 2.979 0.291 -0.285
C2 -0.856 0.711 -0.945
C3 0.118 0.728 0.176
N1 3.885 0.686 0.322
O1 -1.443 1.680 -1.276
S1 1.642 -0.314 -1.023
Cl1 0.849 2.236 0.476
H1 -0.930 -0.236 -1.469
H2 0.323 0.027 0.995

Results
- LUMO level: -1.5242 eV
- Net charge: 0
- Kohn-Sham gap: 8.6 eV
- SMILES: N#CS[C@@H](Cl)C=O

Mulliken atomic charge list, values in e, 2 entries: 0.386, 0.025

***

*3*
DFT (ωB97M-V/def2-TZVPD) results for C3H2ClNOS in the gas phase.

Geometry (Å):
C1 -1.059 -0.154 0.254
C2 0.054 -1.006 0.276
C3 1.226 -0.023 -0.033
H1 0.118 -2.130 0.293
H2 -1.102 1.909 -0.420
N1 -0.663 1.151 0.173
O1 0.754 1.242 0.049
S1 2.755 -0.333 -0.117
Cl1 -2.695 -0.314 -0.152

Results
- LUMO level: -0.0102 eV
- Net charge: 0
- Kohn-Sham gap: 8.6 eV
- SMILES: S=c1cc(Cl)[nH]o1

Mulliken atomic charge list, values in e, 2 entries: 0.215, -0.337

***

Relative energies with respect to the most stable structure, expressed in eV: *1* 2.404; *2* 0.000; *3* 0.486.

***

*1*
DFT (ωB97M-V/def2-TZVPD) results for a gas-phase ion, CH5N2 (charge +1).

Geometry (Å):
N1 -0.032 0.801 0.849
C1 0.278 0.210 -0.295
N2 -0.226 -0.965 -0.599
H1 -0.796 0.412 1.378
H2 0.260 1.762 0.935
H3 1.207 0.496 -0.773
H4 0.255 -1.676 -1.133
H5 -0.877 -1.437 0.005

Results
- LUMO level: -4.6572 eV
- Net charge: +1
- Kohn-Sham gap: 12.1 eV
- SMILES: NC=[NH2+]

Mulliken atomic charge list, values in e, 2 entries: -0.299, 0.273

***

*2*
DFT (ωB97M-V/def2-TZVPD) results for a gas-phase ion, CH5N2 (charge +1).

Geometry (Å):
C1 -0.394 -0.334 0.565
N1 -1.378 -0.896 0.175
N2 0.712 0.481 -0.256
H1 0.095 -0.355 1.566
H2 -1.981 -0.836 -0.674
H3 0.743 0.226 -1.180
H4 0.528 1.549 -0.378
H5 1.676 0.165 0.184

Results
- LUMO level: -4.2881 eV
- Net charge: +1
- Kohn-Sham gap: 11.7 eV
- SMILES: [H]/N=C\[NH3+]

Mulliken atomic charge list, values in e, 2 entries: 0.049, -0.306

***

Relative energies with respect to the most stable structure, expressed in eV: *1* 0.000; *2* 2.080.

***

*1*
DFT (ωB97M-V/def2-TZVPD) results for C7H10N2O3S in the gas phase.

Geometry (Å):
C1 -3.305 -0.932 0.695
C2 -2.010 -1.288 0.277
C3 -3.656 0.287 0.143
C4 -1.385 -0.295 -0.458
C5 3.495 0.512 0.261
C6 0.052 -0.288 -1.018
C7 1.128 0.496 0.069
N1 0.399 -1.632 -1.290
N2 0.577 1.834 0.362
O1 0.370 1.951 1.509
O2 0.366 2.619 -0.512
O3 2.306 0.352 -0.591
S1 -2.367 1.122 -0.567
H1 -3.956 -1.360 1.467
H2 -1.492 -2.189 0.515
H3 -4.570 0.852 0.139
H4 3.993 1.528 0.226
H5 4.183 -0.356 -0.066
H6 3.246 0.351 1.299
H7 0.108 0.404 -1.873
H8 1.169 -0.079 1.053
H9 1.390 -1.664 -1.085
H10 -0.040 -2.224 -0.553

Results
- LUMO level: 0.4872 eV
- Net charge: 0
- Kohn-Sham gap: 9.2 eV
- SMILES: CO[C@H]([C@@H](N)c1cccs1)[N+](=O)[O-]

Mulliken atomic charge list, values in e, 2 entries: -0.645, -0.736

***

*2*
DFT (ωB97M-V/def2-TZVPD) results for C7H10N2O3S in the gas phase.

Geometry (Å):
C1 2.142 1.001 2.420
C2 1.440 0.981 1.353
C3 -0.325 -0.715 0.941
C4 -2.461 -0.037 0.048
C5 -3.815 -0.510 0.084
C6 2.904 0.569 -0.673
C7 1.890 1.527 0.026
N1 0.167 0.402 1.202
N2 -0.516 -3.203 0.117
O1 -2.000 0.952 -0.407
O2 -0.166 -4.556 0.314
O3 -1.639 -0.912 0.768
S1 0.612 -2.237 0.827
H1 2.983 1.547 2.749
H2 -4.420 -0.066 -0.677
H3 -4.150 -0.282 1.072
H4 -3.876 -1.653 -0.103
H5 3.048 0.922 -1.604
H6 2.497 -0.397 -0.803
H7 3.702 0.717 -0.050
H8 0.923 1.801 -0.525
H9 2.517 2.366 0.289
H10 -0.889 -4.790 0.889

Results
- LUMO level (spin up / spin down): -0.2250 / -0.6614 eV
- Net charge: 0
- Kohn-Sham gap (spin up / spin down): 8.3 / 8.3 eV

Mulliken atomic charge list, values in e, 2 entries: -0.546, 0.257

***

Relative energies with respect to the most stable structure, expressed in eV: *1* 0.000; *2* 2.607.